{"formula": "C6H10NO2", "method": "ωB97M-V with the def2-TZVPD basis set", "symbols": ["C", "N", "C", "O", "C", "C", "C", "C", "O", "H", "H", "H", "H", "H", "H", "H", "H", "H", "H"], "coordinates": [[0.93037, -0.53441, -1.77460], [0.02205, 0.17159, -0.94586], [0.15377, 1.44108, -0.43564], [1.22135, 2.17396, -0.83827], [-0.87505, -0.64471, -0.20456], [-1.81927, -0.21315, 0.93821], [-0.58141, -1.01307, 1.19534], [0.67775, -0.34812, 1.71755], [1.16764, 0.63466, 1.23139], [1.70613, -0.93096, -1.05542], [1.46768, 0.10441, -2.47624], [0.61155, -1.45112, -2.32581], [-0.67067, 1.65424, 0.40742], [1.24416, 3.22680, -0.79170], [-1.26267, -1.23328, -1.02922], [-2.72032, -0.69944, 1.00817], [-1.72954, 0.75872, 1.34966], [-0.64995, -2.12934, 1.51520], [1.10643, -0.96786, 2.51439]], "mulliken_charge": [-0.84, 0.08, 0.39, -0.47, -0.38, -1.01, 0.20, -0.04, -0.43, 0.35, 0.31, 0.32, 0.20, 0.44, 0.56, 0.35, 0.23, 0.36, 0.40], "smiles": "C/[N+](=C\\O)[C@@H]1C[C@@H]1C=O", "de_lowest_ev": 2.015, "spin_multiplicity": 1, "gap_ev": 9.98, "total_charge": 1, "e_homo_ha": -0.5074}